Molecular formula: C33H39N7O4SeTi
Method: DFT, ωB97M-V/def2-TZVPD

Element x y z (Å)
H: 3.14 -6.20 1.79
N: -1.52 -0.23 -3.50
C: 4.15 -0.72 3.41
C: 4.51 -3.64 4.44
C: 3.52 -5.50 2.52
H: 1.80 -3.18 -3.34
H: 2.59 6.39 -1.47
C: 0.36 -0.45 3.39
C: 1.28 -3.20 -2.38
H: 0.98 -3.37 4.74
C: 0.75 -2.52 4.13
H: 0.98 -0.76 5.48
Ti: 0.14 -0.16 0.55
H: 2.64 -3.68 0.37
H: -1.44 -1.66 -1.22
N: 0.14 -2.31 -2.43
O: 0.46 1.07 -0.77
C: -0.68 -2.57 -3.61
C: 0.34 -2.55 2.79
O: 4.49 4.59 2.53
H: -2.25 -1.75 -4.79
N: -0.25 1.27 1.96
N: 3.02 -3.35 1.25
C: 3.19 -2.05 1.52
C: 0.01 0.91 3.18
C: -2.68 0.62 -3.71
H: -2.99 0.65 -4.77
H: -1.48 2.87 2.56
H: 5.21 -0.76 3.66
C: -0.41 0.23 -4.33
C: 3.48 -4.12 2.30
H: 1.95 2.18 1.04
H: 4.96 -5.38 5.59
N: 3.60 3.84 2.22
C: -4.25 2.36 -0.49
C: -3.69 0.08 -0.03
C: -2.57 0.51 0.68
H: -3.89 -0.98 -0.12
H: 0.51 -0.28 -4.04
H: 3.81 5.99 0.66
H: 4.10 -6.98 3.93
C: 2.08 3.08 0.46
C: 0.75 -1.17 4.51
C: -4.54 1.01 -0.61
H: 0.99 -4.25 -2.18
C: 1.58 4.50 -1.41
C: -0.61 -2.38 -1.21
H: -2.01 -0.26 1.21
C: 2.45 5.46 -0.93
H: -2.67 -1.89 -3.09
H: 3.55 -0.64 4.32
H: -0.02 -2.49 -4.48
C: 0.41 2.31 -1.28
H: 1.98 -2.86 -1.62
C: 3.97 -3.22 3.24
O: -0.40 2.63 -2.11
H: -1.01 -3.38 -0.99
C: -3.14 2.79 0.22
C: 4.05 -5.92 3.72
H: 0.19 -3.42 2.17
C: 4.54 -5.01 4.67
H: -5.41 0.68 -1.15
N: 3.78 -1.95 2.71
N: 0.10 -1.31 2.32
H: -0.27 1.30 -4.17
H: 3.95 0.13 2.77
C: 2.92 4.07 0.93
C: -2.30 1.87 0.83
H: 0.09 -2.17 -0.38
H: -2.45 1.63 -3.38
H: -0.15 1.59 4.02
C: -1.86 -1.61 -3.77
H: -2.93 3.85 0.30
H: -0.60 0.06 -5.40
H: -3.52 0.25 -3.13
H: -1.08 -3.60 -3.60
C: 3.13 5.25 0.26
H: 1.02 4.66 -2.33
C: 1.40 3.30 -0.73
H: 4.89 -2.94 5.17
Se: 2.75 -0.66 0.35
H: -4.91 3.09 -0.95
H: -0.58 3.14 1.07
O: 3.24 2.88 2.89
C: -1.12 2.39 1.65

Results
* spin multiplicity: 2
* ⟨S²⟩: 0.754
* net charge: +1
* frontier orbital gap (spin up / spin down): 7.12 / 7.29 eV
* E: -5215.861421 a.u.
* maximum force: 0.778 eV Å⁻¹